The following is a quantum chemistry calculation of a cluster of 6 separate species, C56H63Cl2N6O16PS2 in total in a non-equilibrium geometry, from the OMol25 dataset.

For the calculated total energy, the calculation gives -156764.578 eV. As for the strongest force on any atom: 8.63 eV/Å. Its frontier orbital gap is 0.2508 hartree. Its SMILES is CCCCCCCCC1=C(Cl)C(=O)c2c(c(C)c(CCCN)c(CCCCS(=O)(=O)Cl)c2P(O)(O)=S)C1=O.O=[N+]([O-])c1ccccc1.O=[N+]([O-])c1ccccc1.O=[N+]([O-])c1ccccc1.O=[N+]([O-])c1ccccc1.O=[N+]([O-])c1ccccc1.

```
! RIJCOSX wB97M-V def2-TZVPD def2/J DEFGRID3
* xyz 0 1
Cl -0.552 -1.947 -0.382
H -6.249 8.464 4.404
N 7.583 -4.440 6.253
H 6.333 -6.736 5.509
C 6.505 -5.559 -4.736
H -8.804 -2.729 -1.807
C -7.320 -1.003 -1.924
C -9.094 2.205 -1.325
H 2.360 -5.115 5.362
S -6.154 -5.014 -2.473
C 4.298 -6.057 5.401
C -2.891 0.847 -3.056
H 5.100 0.529 -0.111
H 8.253 6.120 -2.431
H 3.129 -5.432 -4.154
C 9.327 4.078 0.065
C -4.424 0.271 -2.717
H 4.493 -2.232 -1.797
C -6.523 8.064 3.429
C -7.908 2.822 -0.375
C 1.967 0.011 -2.135
C 3.423 -4.980 5.554
H -4.768 6.822 3.281
O 8.390 1.353 1.031
C -6.041 6.615 1.553
C 7.927 -0.733 3.912
H -6.396 3.539 -3.005
H -4.919 -3.781 1.040
S -12.731 -3.690 -0.748
C 8.873 5.760 -1.613
C -5.690 7.138 2.799
H 4.468 -3.495 0.510
H 7.678 3.989 -1.321
H 5.626 -2.571 6.500
C 10.780 6.004 -0.118
H 2.770 0.016 -3.017
N 10.362 7.731 -1.850
C -7.234 7.028 0.944
H -6.427 2.326 0.977
C 5.267 -3.550 6.192
C -10.983 -1.402 -0.029
C 6.486 -5.349 -6.116
H 9.070 3.136 0.546
C 9.996 6.478 -1.179
O -8.673 6.870 -0.870
O -12.488 -5.141 -1.319
H -8.992 8.300 1.105
C -8.067 7.966 1.569
C 3.982 -2.410 0.429
H -8.943 -2.015 0.784
C -5.757 1.241 -2.937
H 5.912 -1.766 -0.614
H 11.651 6.553 0.232
H 8.110 -1.744 5.809
H 3.916 -7.028 5.094
O 6.408 -5.981 -2.028
C 8.544 4.557 -0.987
Cl -14.312 -3.873 0.617
H -4.584 3.255 -3.450
H 1.395 2.197 -2.553
C 4.069 -5.199 -6.072
H 10.212 -0.584 6.432
H 5.194 -1.159 2.019
H 0.418 0.869 -3.603
O 8.330 -5.411 6.065
C 5.272 -5.173 -6.780
N -7.620 6.465 -0.355
C 9.734 -0.365 5.478
C -8.566 1.484 -2.707
H -5.383 5.892 1.077
C -9.320 -1.225 -0.027
H 7.419 -5.326 -6.675
H -0.141 0.922 -0.379
N 7.840 0.528 1.777
H 3.961 -2.448 2.726
C 5.296 -5.596 -4.028
O 7.966 -3.319 6.617
H 2.791 1.539 -0.648
H -9.761 3.131 -1.678
H -11.475 -0.976 -1.009
H -9.821 1.495 -0.741
C -8.832 -1.564 -1.556
C 10.439 4.800 0.502
P -6.051 -3.757 -0.979
H 4.766 0.344 -1.973
C 4.075 -5.411 -4.691
H 2.304 -0.140 0.163
C -7.221 0.551 -2.513
H -9.501 0.874 -3.130
O -2.927 -3.420 -2.278
C 8.550 -1.017 5.129
H -7.095 3.446 -0.941
C 9.696 0.857 3.391
H -6.022 2.747 -4.675
O -6.874 5.614 -0.860
H -8.444 3.587 0.369
H 1.534 -1.081 -2.104
O -13.149 -2.779 -1.929
H 3.127 -5.058 -6.596
H -0.867 2.304 -1.473
C 4.745 -1.636 -0.799
C -1.786 -1.170 -1.527
C -4.523 -1.292 -2.130
O 9.633 8.127 -2.771
H 5.262 -5.015 -7.857
H 7.003 -1.247 3.657
H -11.311 -3.300 1.302
O 4.216 -5.899 -1.997
C 2.829 0.352 -0.762
H -7.304 -3.678 0.956
C 3.904 -3.731 5.951
H 10.156 1.586 2.727
H -8.412 2.369 -3.494
C -1.703 0.258 -2.036
C 6.145 -4.631 6.027
C 8.502 0.209 3.048
H 3.216 -2.897 6.070
H -7.863 1.569 1.321
O 6.769 -0.041 1.525
C 0.856 1.153 -2.529
C 4.127 -1.630 1.873
H 11.232 1.069 4.890
H -9.676 -1.125 -2.277
C -0.429 1.195 -1.504
O 11.381 8.319 -1.459
O -4.687 -4.095 0.107
O -7.490 -4.047 0.022
H -11.431 -0.900 0.954
C -5.985 -1.981 -1.702
C -11.228 -3.040 0.163
H -8.350 9.203 3.313
C -7.706 8.480 2.816
H 11.043 4.422 1.324
H -10.279 -3.615 -0.259
H 7.460 -5.695 -4.233
H -8.979 -0.175 0.379
H 3.278 -0.815 2.021
N 5.307 -5.841 -2.581
N -7.219 1.800 0.510
C 4.431 -0.029 -0.904
C 10.308 0.567 4.612
O -2.603 1.671 -4.067
H 2.842 -2.562 0.156
C -3.077 -2.123 -1.998
C -5.655 2.793 -3.541
C 5.664 -5.888 5.636
*
```

=====

The following is a quantum chemistry calculation of a cluster of 9 separate species, C56H64F33N3O18S in total in a non-equilibrium geometry, from the OMol25 dataset.

For the calculated total energy, the calculation gives -200936.579 eV. As for the strongest force on any atom: 5.76 eV/Å. Its frontier orbital gap is 0.2549 hartree. Its SMILES is C[C@H](O)CNCCOc1c(CCCC(F)(F)C(F)(F)F)c(C(F)(F)C(F)F)c(-c2ccccc2)c2nsnc12.CCOC(=O)C(F)(F)F.CCOC(=O)C(F)(F)F.CCOC(=O)C(F)(F)F.CCOC(=O)C(F)(F)F.CCOC(=O)C(F)(F)F.CCOC(=O)C(F)(F)F.CCOC(=O)C(F)(F)F.CCOC(=O)C(F)(F)F.

```
! RIJCOSX wB97M-V def2-TZVPD def2/J DEFGRID3
* xyz 0 1
F -3.507 -1.135 0.890
C -7.753 0.183 -2.353
F -6.818 0.759 -3.142
C -5.371 -4.631 9.364
H -7.408 -4.676 2.978
H 1.790 -6.511 2.025
C 0.643 11.520 -4.400
F 6.349 -7.181 -0.875
H -4.928 1.475 -3.119
H 7.652 -4.613 -3.814
H -0.195 -5.181 2.858
O 3.993 -8.154 -1.968
O -5.105 0.726 -6.279
C 2.724 -6.840 -3.922
F 7.957 -0.923 -6.892
H 2.567 -6.285 3.587
F -1.776 -9.714 3.068
H -5.231 3.397 -4.255
F -0.042 12.677 -4.530
C -0.600 -9.316 3.590
O -5.723 -3.559 6.939
O 4.005 -6.424 -3.422
H 0.635 -6.624 -3.422
C 2.030 -1.342 6.469
C 1.733 6.449 1.130
C -4.023 -0.521 1.982
F 5.925 -5.316 -1.875
H 0.069 -1.669 7.310
C 5.907 -6.658 -2.035
C 9.002 -1.714 -6.571
H -4.821 -2.542 9.212
C 1.597 -6.375 3.093
O -6.667 -4.512 8.758
H -1.228 0.266 -0.917
C 8.634 -5.087 -3.746
H -9.088 3.945 -0.542
H 8.877 3.169 -5.144
C 3.367 2.506 -1.005
F -0.812 -9.138 4.913
H 2.679 3.716 3.244
C 5.678 1.874 -3.864
H 1.693 -6.842 -2.017
C -10.575 2.534 0.090
F 0.555 -0.638 2.014
F -9.018 -3.495 7.900
F -2.981 -0.286 2.811
H -6.032 0.745 -5.942
O 0.958 -7.537 3.646
F 1.849 5.732 -0.083
C 1.029 3.085 1.789
C 1.421 -0.873 4.234
H -2.766 -0.323 -3.292
F 10.103 -0.934 -6.631
S 0.816 3.744 -5.431
O -0.696 2.348 -1.165
C -5.656 -3.505 3.449
H 9.670 -3.341 -2.971
H -5.458 -5.387 10.148
H 0.382 2.759 2.672
H -5.695 -2.951 10.678
H -4.830 -0.174 -4.026
F 6.846 -6.943 -2.966
F 2.843 7.334 1.352
H -6.251 2.889 -5.783
F -4.455 0.690 1.565
H 2.196 1.111 1.360
C 0.819 -0.876 7.255
C 1.530 9.715 -0.473
H 0.345 3.731 1.107
F 5.563 3.431 -0.174
H -11.299 3.302 0.369
C 1.863 2.312 -0.606
H -10.042 2.206 0.986
C -5.183 3.021 -5.351
H 0.342 -0.019 6.774
C -4.368 0.875 -3.914
O -6.168 -0.908 3.056
H -4.638 -5.001 8.641
H 7.900 5.422 -3.924
H 1.312 8.897 -1.164
H 8.713 -5.777 -4.590
O 9.752 -3.374 -5.061
H 2.784 -0.555 6.383
H 2.499 -2.183 6.986
N 2.441 3.602 -4.866
C 7.275 4.452 -3.887
H -6.316 -4.403 1.601
O -0.420 -7.623 1.856
C 0.322 10.814 -3.085
H 0.480 1.213 0.729
H 3.071 4.154 1.422
O 1.641 -1.819 5.171
O 0.905 11.456 -2.050
O -10.020 1.019 -2.612
H -3.314 1.710 -5.785
H 10.711 -4.556 -3.702
H 0.868 11.705 -0.026
C -8.124 -3.932 6.987
O 8.062 -2.055 -4.348
C 4.530 -7.182 -2.436
C -6.698 -3.953 7.530
F -8.260 -3.134 5.910
H -11.120 1.668 -0.291
H 1.296 -4.242 3.010
C -4.939 -3.313 9.977
C 0.774 -5.130 3.360
C -2.761 1.355 -2.152
H 4.968 0.613 -1.610
H 8.678 -5.657 -2.817
H 1.105 -0.587 8.269
F 5.526 -0.052 0.286
H -3.502 0.936 -1.381
H 5.468 5.420 -2.638
C -8.935 1.114 -2.096
H -4.669 3.784 -6.043
F -8.535 -5.162 6.608
H 2.582 9.976 -0.612
F 0.244 -10.365 3.477
C 5.886 4.475 -3.146
C -0.045 -8.066 2.913
N -0.148 3.288 -4.085
C 1.460 1.822 0.856
O -0.379 9.840 -2.972
C 3.630 2.942 -2.501
H -7.353 -3.102 2.164
H 2.700 -7.923 -4.072
F 0.588 7.308 0.975
H -3.990 -3.424 10.504
C 1.064 -1.517 2.897
H -6.067 -3.028 4.343
C 7.054 1.852 -4.581
C 0.667 2.564 -1.596
H -0.416 10.668 -0.634
H 0.573 -5.025 4.430
O 1.527 0.313 4.428
N -2.930 0.685 -3.507
C -9.600 3.067 -0.942
C 5.064 3.146 -3.149
C 8.850 -2.382 -5.203
C -4.371 1.603 -5.359
H -10.111 3.381 -1.857
C -5.117 -1.343 2.658
H 1.668 -5.295 -2.848
C 2.257 4.031 2.212
H -2.933 2.477 -2.287
H 2.604 -6.376 -4.904
F -8.113 -0.963 -2.962
C 1.612 -6.376 -3.002
C 0.644 10.914 -0.746
F 0.341 10.773 -5.480
O -8.586 2.093 -1.234
H -5.085 -4.375 3.782
C 9.745 -4.056 -3.796
C 4.644 2.310 -0.092
C 7.875 3.192 -4.585
F 0.264 5.456 2.925
F 4.424 2.094 1.293
F 2.142 -2.075 2.302
F 2.376 6.106 3.542
C 1.630 5.518 2.445
F 1.952 11.836 -4.512
C -1.196 1.089 -1.734
F 9.118 -2.612 -7.574
H 1.387 9.353 0.545
F 0.148 -2.503 3.023
C 5.473 1.028 -0.668
F 6.823 1.425 -0.941
F -7.120 -0.177 -1.214
C 0.872 3.034 -3.077
H 5.063 0.894 -3.853
C -6.749 -3.950 2.497
H -0.599 0.736 -2.651
O -4.729 -2.630 2.786
H 7.396 0.874 -5.061
C 2.390 3.201 -3.468
*
```

=====

The following is a quantum chemistry calculation of a structure of composition C56H65BiN4O5P2, from the OMol25 dataset.

For the calculated total energy, the calculation gives -99743.924 eV. As for the strongest force on any atom: 1.00 eV/Å. Its frontier orbital gap is 0.2439 hartree.

```
! RIJCOSX wB97M-V def2-TZVPD def2/J DEFGRID3
* xyz 0 1
H 0.398 1.429 -4.553
H 2.038 -4.107 -0.652
C -1.781 3.699 -0.865
C -1.294 -3.276 1.065
N 1.191 1.954 0.498
H 3.435 -4.188 1.302
C -1.757 -4.561 1.377
H -0.838 2.690 -4.454
C -2.886 2.524 2.171
H 0.107 -2.104 -2.983
C 2.433 3.156 2.277
H -5.665 -1.304 -0.127
H -5.368 1.637 1.289
C 8.495 1.275 -0.092
C 1.693 5.183 -1.342
C 1.191 -5.592 0.642
H -1.426 -0.543 3.960
C -0.476 -3.747 -1.684
C -4.624 0.569 -0.446
H -0.230 -4.807 -1.591
H 2.753 -2.564 1.220
H -0.853 -1.104 -4.982
O -1.139 1.054 -3.223
H 3.131 0.111 0.808
C 2.511 2.820 -4.084
C 1.364 4.269 -0.318
H 4.855 1.611 1.835
N 1.052 -0.201 2.112
H 0.042 -3.687 -3.786
H 5.958 -1.351 -2.045
H 1.625 6.245 -1.138
O 7.447 1.670 0.797
H -1.300 3.576 0.109
H -2.392 1.420 -5.765
H -3.911 -1.498 -0.304
C 4.136 0.128 0.415
H -2.271 -2.614 -2.184
H -4.851 0.525 -1.516
Bi 0.163 -0.133 -0.131
H -0.886 0.838 -6.499
C 4.435 -0.692 -0.662
C -1.915 -2.143 1.659
H 2.131 -6.151 0.666
H -4.020 -6.528 1.952
H 2.701 3.975 1.630
C -1.734 -0.460 -4.927
C 1.524 -4.138 0.315
C 1.546 0.957 2.643
C 1.971 0.650 -3.250
C -5.652 1.458 0.248
H -1.335 -5.407 0.849
C -2.008 -0.049 -3.490
C 2.105 4.747 -2.568
H 1.401 -3.265 -2.723
H 1.167 -2.190 4.799
C -3.716 3.044 -2.329
C -1.451 0.901 -5.569
H 1.860 -0.421 -3.402
H -3.572 -6.296 3.640
H -1.906 4.771 -1.051
H 0.729 -5.685 1.626
H -3.813 4.090 -2.635
C 1.450 2.906 -0.501
C 2.133 3.359 -2.831
H -4.707 2.588 -2.390
C -0.674 1.610 -4.466
O 2.185 -1.515 -0.838
C 0.944 -1.271 2.872
H -3.292 3.405 1.684
C -2.929 -2.414 2.607
H 8.853 2.146 -0.641
C 1.808 -0.145 4.777
H -1.984 1.471 5.240
H 1.027 4.646 0.640
C -3.207 -6.217 2.615
H 2.745 1.032 -5.234
H -3.858 3.611 5.022
H 3.408 4.064 3.959
C -3.124 2.969 -0.922
C -1.842 0.317 3.448
C 1.298 -1.282 4.224
P -2.865 1.209 -0.391
H 2.840 3.491 -4.869
H 2.107 -0.118 5.820
H 2.110 -3.757 2.377
C -3.318 -3.699 2.927
C 2.506 -3.615 1.367
H -2.183 4.144 4.942
H -2.390 -6.929 2.491
H -3.431 -1.588 3.089
H -5.779 2.421 -0.248
C 1.696 2.091 1.763
H 0.550 -2.161 2.413
H -1.801 -0.823 -2.755
H -2.246 -4.268 -2.787
H -4.102 -3.840 3.665
H -2.581 -0.978 -5.377
C 5.092 0.972 0.992
H 2.911 2.218 5.525
C 0.323 -3.172 -2.862
N -1.621 -0.839 1.268
C 5.725 -0.700 -1.212
H -2.575 -3.952 -1.080
H -1.103 3.298 -1.624
C -2.034 0.259 2.060
C 2.860 3.193 3.615
H 0.550 -6.076 -0.096
C -1.980 -3.636 -1.935
O 3.761 -2.444 -2.102
H -6.625 0.956 0.250
C 6.646 0.137 -0.646
C 1.977 1.012 3.990
C -4.694 -0.856 0.105
C -2.681 2.583 3.540
H -3.822 3.444 -0.231
C -2.156 1.454 4.167
C 1.760 2.443 -1.822
C -2.752 -4.811 2.307
C 2.451 1.474 -4.291
C -3.031 3.814 4.339
P 0.106 -2.984 -0.079
C 6.342 0.949 0.430
N 1.648 1.112 -2.068
H -4.582 -0.848 1.190
H -3.054 0.262 -3.371
H -3.327 4.637 3.688
C 3.401 -1.621 -1.255
C 2.606 2.173 4.486
C -2.586 1.388 1.418
H -3.058 2.544 -3.046
H 2.384 5.445 -3.350
H 9.308 0.827 0.479
O 7.961 0.318 -1.003
*
```

=====

> Look up the calculated total energy of the first one.

-156764.578 eV

=====

> The lowest calculated total energy belongs to which entry?

C56H64F33N3O18S